Record 1
{
  "formula": "C2H8ClO2V",
  "method": "ωB97M-V with the def2-TZVPD basis set",
  "symbols": ["V", "Cl", "C", "O", "H", "H", "H", "H", "C", "O", "H", "H", "H", "H"],
  "positions_angstrom": [[-1.398851, 2.918140, 0.730503], [-2.085697, 0.426103, 1.272677], [-0.359256, -2.066758, -1.310016], [-1.472397, -1.189419, -1.489152], [-0.532890, -2.637829, -0.398232], [-0.263786, -2.670429, -2.206862], [0.538937, -1.441218, -1.248400], [-1.611284, -0.648358, -0.704877], [1.242508, 0.848041, 1.052536], [0.721281, 2.204198, 0.799477], [2.313342, 0.737514, 0.923160], [0.848859, 0.588848, 2.027800], [0.731189, 0.232095, 0.315876], [1.328043, 2.699073, 0.235514]],
  "forces_ev_per_angstrom": [[0.6, -3.5, 0.7], [0.5, 2.8, -0.4], [-0.4, 1.2, 0.2], [-0.2, 0.1, -0.6], [0.4, -0.4, -0.2], [-0.2, -0.2, 0.2], [0.3, -0.4, 0.2], [0.1, -0.3, 0.1], [-1.4, -0.6, -0.5], [-0.6, 1.3, -0.2], [0.1, 0.6, 0.2], [0.4, -0.1, 0.1], [0.2, -0.3, 0.1], [0.2, -0.1, 0.1]],
  "charge": 1,
  "e_above_lowest_kcal_mol": 0.00,
  "homo_lumo_gap_ha": [0.209, 0.218],
  "multiplicity": 4,
  "homo_energy_ev": [-12.62, -12.63]
}

=====

Record 2
{
  "formula": "C5H11NO",
  "method": "ωB97M-V with the def2-TZVPD basis set",
  "symbols": ["C", "C", "C", "C", "O", "C", "N", "H", "H", "H", "H", "H", "H", "H", "H", "H", "H", "H"],
  "positions_angstrom": [[-1.320205, 0.730292, -1.231250], [-0.583853, 0.261370, 0.015060], [-1.554981, -0.077911, 1.149349], [0.463151, -0.724411, -0.241865], [0.117523, -1.917648, -0.815901], [1.651406, -0.438888, 0.400866], [2.517435, 0.654675, 0.048634], [-1.897395, 1.630772, -1.017284], [-2.015880, -0.039693, -1.573369], [-0.632705, 0.935117, -2.050946], [0.337786, 0.814238, 0.717234], [-2.208264, -0.893144, 0.830148], [-2.172225, 0.786195, 1.397844], [-1.023614, -0.387078, 2.048509], [0.922370, -2.405004, -1.027472], [2.270825, -1.291512, 0.690583], [1.975893, 1.489476, -0.148588], [3.152732, 0.873156, 0.808448]],
  "forces_ev_per_angstrom": [[0.2, 0.7, 0.2], [1.9, 1.3, 1.4], [0.0, -0.5, -0.3], [0.6, -0.4, 1.3], [0.1, -0.1, 0.6], [1.0, -2.3, -1.8], [-0.6, 0.4, 0.9], [-0.1, 0.0, -0.1], [0.0, -0.1, 0.1], [0.0, 0.1, 0.0], [-3.2, 0.8, -2.0], [-0.1, 0.0, 0.1], [0.0, 0.0, -0.1], [0.0, -0.1, 0.0], [-0.1, 0.0, 0.0], [0.1, -0.2, -0.3], [0.1, 0.1, -0.2], [0.0, 0.1, 0.1]],
  "charge": 0,
  "e_above_lowest_kcal_mol": 82.72,
  "homo_lumo_gap_ha": 0.303,
  "multiplicity": 1,
  "homo_energy_ev": -7.37
}

=====

Record 3
{
  "formula": "C21H61BrN26O19",
  "method": "ωB97M-V with the def2-TZVPD basis set",
  "symbols": ["O", "C", "O", "C", "O", "C", "C", "O", "C", "O", "C", "C", "O", "C", "Br", "H", "H", "H", "H", "H", "H", "H", "H", "H", "C", "O", "N", "N", "H", "H", "H", "H", "C", "O", "N", "N", "H", "H", "H", "H", "C", "O", "N", "N", "H", "H", "H", "H", "C", "O", "N", "N", "H", "H", "H", "H", "C", "O", "N", "N", "H", "H", "H", "H", "C", "O", "N", "N", "H", "H", "H", "H", "C", "O", "N", "N", "H", "H", "H", "H", "C", "O", "N", "N", "H", "H", "H", "H", "C", "O", "N", "N", "H", "H", "H", "H", "C", "O", "N", "N", "H", "H", "H", "H", "C", "O", "N", "N", "H", "H", "H", "H", "C", "O", "N", "N", "H", "H", "H", "H", "C", "O", "N", "N", "H", "H", "H", "H"],
  "positions_angstrom": [[-1.165795, 2.283952, 2.337593], [-1.568910, 2.239083, 1.248046], [-1.300641, 3.033782, 0.200404], [-2.259813, 2.678912, -0.776747], [-2.388349, 3.316194, -1.696909], [-2.981632, 1.452672, -0.327512], [-4.041715, 0.610877, -1.021464], [-3.668424, 0.157415, -2.300362], [-2.790422, -0.971232, -2.244869], [-2.018846, -0.944585, -3.386852], [-1.321729, 0.314247, -3.517463], [-1.927496, 1.290836, -4.559670], [-2.074855, 0.737716, -5.869571], [-2.574322, 1.161773, 0.899069], [-3.059086, -0.251508, 2.029526], [-4.365538, -0.240858, -0.407457], [-4.923616, 1.255429, -1.168462], [-3.407663, -1.883145, -2.223204], [-2.180687, -0.917803, -1.322710], [-0.302711, 0.084936, -3.880912], [-1.201315, 0.779387, -2.526937], [-2.936885, 1.588400, -4.224497], [-1.322418, 2.212347, -4.528102], [-2.912408, 1.088373, -6.187141], [1.675217, 5.469997, -1.613943], [2.722642, 6.028051, -1.912086], [1.603881, 4.489857, -0.680331], [0.480356, 5.786044, -2.198205], [0.749530, 4.028837, -0.428809], [2.457110, 4.218822, -0.225863], [0.487435, 6.506503, -2.897389], [-0.386712, 5.335582, -1.970189], [2.479128, -0.038922, -4.423525], [1.352142, 0.422392, -4.422925], [2.723077, -1.368733, -4.281303], [3.593252, 0.742453, -4.559834], [3.645620, -1.767199, -4.276024], [1.928200, -1.976301, -4.172144], [3.449633, 1.730488, -4.664130], [4.530080, 0.383661, -4.564480], [2.546223, 1.958276, 2.069914], [2.285193, 1.210943, 1.138013], [1.588162, 2.648524, 2.734662], [3.825927, 2.132026, 2.521758], [1.768235, 3.261033, 3.507758], [0.637574, 2.496170, 2.428539], [4.554301, 1.618168, 2.052385], [4.071372, 2.730337, 3.288416], [-2.647329, 7.960844, 0.063039], [-3.833718, 7.710264, 0.159582], [-1.766343, 7.123743, -0.564196], [-2.092324, 9.100978, 0.573664], [-0.785115, 7.309889, -0.654600], [-2.139858, 6.276153, -0.950834], [-2.708647, 9.739602, 1.041192], [-1.118195, 9.325967, 0.505102], [-4.428042, -1.992436, -7.134597], [-4.294082, -1.086017, -7.939325], [-5.158129, -3.118539, -7.416369], [-3.868894, -1.964429, -5.895193], [-5.282820, -3.876059, -6.773138], [-5.584887, -3.172297, -8.322214], [-3.320586, -1.154580, -5.649985], [-3.968759, -2.699606, -5.222171], [4.719225, 9.662717, -2.198731], [5.621087, 10.469494, -2.350504], [3.401158, 10.032816, -2.166409], [4.936363, 8.328485, -2.048710], [2.646382, 9.384878, -2.043830], [3.196581, 11.008597, -2.273917], [5.888647, 8.015211, -2.067373], [4.200382, 7.652668, -1.923278], [5.435484, -2.259706, -1.571662], [5.944757, -2.755765, -2.565348], [4.662669, -1.142720, -1.628533], [5.594241, -2.784531, -0.325069], [4.227794, -0.715834, -0.828644], [4.527454, -0.734007, -2.533031], [6.157487, -3.610923, -0.245131], [5.184081, -2.390164, 0.501922], [4.799599, -1.431480, 3.333577], [5.841643, -0.811803, 3.173954], [3.581897, -0.843970, 3.270911], [4.772043, -2.777976, 3.593761], [2.715886, -1.341497, 3.400516], [3.553443, 0.150362, 3.083863], [5.655296, -3.252702, 3.649956], [3.923508, -3.301684, 3.729982], [1.287007, -3.816389, -1.194995], [0.453752, -3.007631, -1.568418], [2.624943, -3.634664, -1.386408], [0.947840, -4.974660, -0.551567], [3.325744, -4.285623, -1.087396], [2.910405, -2.792509, -1.855637], [-0.028414, -5.141046, -0.393285], [1.615111, -5.651863, -0.235662], [3.988717, -1.301820, 7.619614], [3.031325, -2.056526, 7.613428], [4.703480, -1.013669, 6.495564], [4.425597, -0.680661, 8.757770], [5.493452, -0.396807, 6.477833], [4.409783, -1.453015, 5.642035], [3.922333, -0.870189, 9.604384], [5.209484, -0.057301, 8.786111], [-4.622697, -3.738445, 2.930983], [-4.538033, -2.832123, 2.110146], [-5.356556, -4.855603, 2.715248], [-3.975564, -3.691170, 4.140331], [-5.439044, -5.605280, 3.371543], [-5.843086, -4.925553, 1.842669], [-3.422394, -2.876482, 4.335733], [-4.030370, -4.417889, 4.828214], [0.644559, -4.057785, 2.975240], [1.660139, -3.456085, 2.656023], [0.647235, -5.048336, 3.915940], [-0.574373, -3.792004, 2.422318], [-0.171784, -5.554141, 4.193552], [1.526591, -5.269868, 4.345719], [-0.611763, -3.067079, 1.726498], [-1.419583, -4.272516, 2.670860], [-7.944582, -7.324785, 2.657052], [-6.912769, -6.745683, 2.345529], [-7.974937, -8.312076, 3.596455], [-9.146008, -7.029389, 2.090292], [-8.808664, -8.798486, 3.866090], [-7.105933, -8.556228, 4.033967], [-9.159544, -6.306507, 1.394128], [-10.003082, -7.490261, 2.329808]],
  "forces_ev_per_angstrom": [[2.0, 1.4, 2.7], [-2.0, -2.5, -0.5], [-0.1, 0.0, 0.3], [0.1, -3.5, 3.9], [-0.6, 3.6, -5.3], [-0.8, -1.7, 0.3], [-0.5, 0.9, -0.9], [-0.1, 0.1, 0.4], [-0.2, 0.1, -0.2], [-0.3, 0.4, 0.2], [0.9, -0.3, -1.3], [-1.1, 0.1, 1.3], [0.3, 0.0, 0.6], [0.8, 1.0, -0.5], [0.2, 0.7, -0.6], [0.3, 0.4, 0.3], [0.2, -0.2, 0.0], [0.3, 0.1, -0.1], [0.0, 0.0, -0.2], [-1.0, -0.1, 0.4], [-0.2, 0.1, -0.3], [0.3, -0.1, 0.1], [0.1, -0.3, -0.3], [0.1, -0.2, -0.4], [-0.1, -0.2, 0.0], [0.0, 0.2, 0.0], [0.2, 0.0, 0.2], [0.0, 0.4, -0.1], [0.0, -0.1, 0.0], [0.0, -0.1, 0.0], [0.0, -0.1, -0.1], [0.1, -0.2, -0.1], [0.1, -0.1, -0.1], [0.7, 0.3, -0.3], [0.0, -0.3, 0.1], [0.1, 0.2, 0.1], [0.0, -0.1, -0.1], [0.0, 0.0, 0.0], [0.0, 0.0, 0.0], [0.0, 0.0, -0.1], [-0.1, 0.2, 0.0], [0.1, 0.0, -0.1], [0.0, 0.0, -0.2], [0.3, -0.1, -0.1], [0.0, 0.0, 0.0], [0.1, 0.2, 0.4], [0.1, 0.1, 0.0], [0.0, 0.0, 0.0], [0.0, 0.0, 0.0], [0.0, 0.0, 0.0], [0.0, -0.1, 0.0], [0.0, 0.1, 0.1], [0.0, 0.0, 0.0], [-0.1, 0.1, 0.0], [0.0, 0.0, 0.0], [0.0, 0.0, 0.0], [0.1, 0.0, 0.2], [-0.1, 0.0, -0.1], [-0.2, -0.1, -0.2], [0.0, 0.2, 0.1], [0.0, 0.0, 0.0], [0.0, 0.0, 0.0], [0.2, -0.1, 0.0], [0.0, 0.0, 0.0], [0.1, -0.2, 0.0], [-0.1, 0.1, 0.0], [-0.2, 0.2, 0.0], [0.0, -0.2, 0.1], [0.1, -0.1, 0.0], [0.0, 0.0, 0.0], [0.0, 0.0, 0.0], [0.0, -0.1, -0.1], [0.2, 0.1, 0.2], [-0.1, -0.1, -0.2], [-0.1, 0.2, 0.0], [0.0, -0.3, 0.1], [0.0, 0.0, 0.0], [-0.1, 0.2, 0.1], [0.1, 0.1, 0.0], [0.0, 0.1, 0.0], [-0.5, -0.3, -0.2], [0.3, 0.1, 0.0], [-0.2, 0.3, 0.1], [0.3, -0.1, 0.1], [0.1, -0.2, -0.2], [0.0, -0.5, 0.2], [0.0, 0.1, 0.0], [-0.1, 0.1, -0.2], [0.2, 0.0, 0.1], [-0.1, 0.0, 0.0], [-0.2, 0.0, -0.2], [-0.2, -0.1, 0.0], [0.0, 0.0, 0.0], [0.0, 0.0, 0.1], [0.0, 0.0, 0.0], [0.0, 0.1, 0.0], [0.1, 0.1, -0.1], [-0.1, -0.1, 0.0], [0.0, 0.0, 0.0], [-0.1, 0.0, 0.2], [0.0, 0.0, 0.0], [0.0, 0.0, 0.1], [0.0, 0.0, 0.0], [0.0, 0.0, 0.0], [-0.3, -0.3, -0.1], [0.2, 0.0, 0.2], [0.6, 0.8, 0.0], [0.4, 0.2, 0.0], [-0.1, -0.1, -0.1], [-0.1, -0.2, 0.1], [0.0, 0.0, 0.1], [-0.1, 0.0, 0.0], [-0.4, -0.1, 0.0], [0.2, 0.1, 0.2], [0.2, -0.1, 0.0], [0.2, 0.1, -0.1], [0.0, 0.0, 0.0], [-0.1, 0.0, 0.0], [0.0, 0.0, 0.0], [0.0, 0.0, 0.0], [-0.2, -0.1, 0.0], [-0.4, -0.6, 0.0], [0.2, 0.0, 0.1], [0.0, 0.1, -0.1], [0.0, 0.0, 0.0], [0.0, 0.0, 0.0], [0.0, 0.0, 0.0], [0.0, 0.0, 0.0]],
  "charge": 0,
  "homo_lumo_gap_ha": 0.306,
  "multiplicity": 1,
  "homo_energy_ev": -9.20
}

=====

Record 4
{
  "formula": "C17H42BrN4O3",
  "method": "ωB97M-V with the def2-TZVPD basis set",
  "symbols": ["N", "C", "C", "N", "C", "N", "C", "C", "Br", "N", "H", "H", "H", "H", "H", "H", "H", "H", "H", "H", "H", "H", "C", "C", "O", "C", "C", "H", "H", "H", "H", "H", "H", "H", "H", "H", "H", "C", "C", "O", "C", "C", "H", "H", "H", "H", "H", "H", "H", "H", "H", "H", "C", "C", "O", "C", "C", "H", "H", "H", "H", "H", "H", "H", "H", "H", "H"],
  "positions_angstrom": [[1.531289, -2.115311, 2.223186], [1.052888, -0.976348, 1.404652], [2.140180, -0.324695, 0.460523], [2.946140, -1.288586, -0.327224], [2.480098, -2.258415, -1.076707], [3.359956, -3.107158, -1.830715], [2.603384, -4.401291, -1.821586], [1.185213, -3.792031, -2.126762], [-0.364091, -4.991600, -1.896276], [1.112337, -2.594444, -1.242846], [1.138746, -2.952605, 1.787262], [2.549444, -2.135759, 2.203076], [0.159713, -1.252258, 0.792276], [0.728670, -0.161357, 2.116180], [1.670042, 0.443568, -0.214534], [2.863056, 0.239133, 1.115060], [3.962130, -1.192412, -0.298276], [4.306808, -3.124837, -1.451199], [2.584870, -4.648407, -0.726404], [2.975155, -5.210086, -2.487167], [1.194455, -3.396314, -3.181844], [0.485877, -1.850671, -1.549605], [-3.965147, -4.933212, -1.414711], [-4.054919, -3.466226, -1.035114], [-4.987198, -2.733306, -1.811589], [-6.338555, -3.168667, -1.746502], [-6.928536, -3.122274, -0.348468], [-3.704862, -5.040726, -2.470317], [-3.202500, -5.433994, -0.812501], [-4.909100, -5.455803, -1.255325], [-3.082406, -2.996150, -1.203085], [-4.274916, -3.347102, 0.031074], [-6.433342, -4.169553, -2.180974], [-6.906388, -2.497941, -2.393594], [-6.402033, -3.786347, 0.339809], [-7.976400, -3.426841, -0.368716], [-6.864110, -2.111041, 0.059454], [3.768383, 2.106630, -2.428666], [3.623625, 3.481733, -1.799571], [3.572662, 4.533560, -2.745231], [2.502969, 4.488443, -3.678876], [1.128322, 4.525603, -3.035069], [4.663141, 2.062256, -3.052609], [3.845065, 1.339930, -1.651312], [2.914818, 1.854586, -3.061394], [4.494626, 3.678035, -1.171245], [2.750653, 3.524755, -1.138510], [2.608956, 3.614953, -4.331868], [2.618999, 5.365178, -4.317866], [0.954937, 3.661168, -2.390198], [0.350666, 4.530926, -3.801024], [1.020122, 5.420102, -2.418108], [-1.938550, 4.155928, 4.028997], [-1.300064, 2.785991, 4.165387], [-0.065595, 2.660895, 3.469430], [0.972445, 3.545101, 3.868019], [1.372112, 3.400391, 5.325420], [-2.101840, 4.399686, 2.977151], [-2.899785, 4.178649, 4.546550], [-1.313586, 4.942512, 4.454866], [-1.969557, 2.038312, 3.735219], [-1.169235, 2.513684, 5.217470], [0.696325, 4.578988, 3.636296], [1.833965, 3.308491, 3.239065], [0.547826, 3.636728, 6.000085], [2.198665, 4.073430, 5.560904], [1.682985, 2.374423, 5.536177]],
  "forces_ev_per_angstrom": [[-0.5, 0.4, -1.3], [-0.1, 0.8, 0.2], [-0.4, 0.9, 0.9], [-0.3, 0.0, -0.2], [0.1, -0.5, -1.3], [-1.8, 1.1, 1.7], [-1.2, 0.8, 1.3], [0.0, -0.1, -1.4], [1.1, 0.7, 0.0], [3.2, -0.6, -0.2], [0.6, 0.0, 0.4], [-0.3, -0.3, 0.2], [0.7, 0.1, 0.7], [0.3, -0.6, -1.0], [0.4, -0.8, 0.5], [-0.6, -0.7, -0.8], [-0.5, 0.1, 0.0], [-0.2, -0.2, -0.2], [-0.1, -0.9, -1.1], [-0.3, 0.9, 0.4], [-0.3, -0.9, 0.9], [0.1, -0.1, 0.3], [-0.1, -0.1, -0.1], [-0.1, 0.0, 0.0], [0.2, 0.2, -0.1], [-0.1, -0.1, 0.1], [0.1, 0.0, 0.1], [0.0, 0.0, 0.0], [-0.1, 0.0, 0.0], [0.1, 0.0, 0.1], [-0.1, 0.1, -0.1], [0.0, -0.1, 0.0], [0.0, 0.0, 0.1], [0.2, 0.0, 0.0], [-0.1, -0.1, 0.0], [0.0, 0.0, 0.0], [0.0, 0.0, 0.0], [-0.1, -0.1, -0.2], [0.0, 0.1, 0.0], [0.2, 0.0, 0.1], [-0.1, 0.0, 0.0], [0.0, 0.0, 0.1], [0.0, 0.0, 0.1], [0.0, 0.0, 0.0], [0.0, 0.0, 0.1], [0.0, 0.1, -0.1], [-0.1, -0.1, 0.0], [-0.1, 0.0, 0.0], [0.2, 0.0, 0.1], [0.0, 0.0, -0.1], [0.1, 0.0, 0.0], [0.0, 0.0, -0.1], [0.1, 0.1, 0.0], [-0.1, 0.1, 0.1], [0.1, -0.3, -0.2], [0.0, 0.1, 0.1], [-0.1, -0.1, 0.1], [0.0, 0.0, 0.0], [0.1, 0.0, 0.0], [-0.1, 0.0, 0.1], [0.2, 0.0, -0.1], [0.0, 0.1, 0.0], [0.0, 0.0, 0.1], [-0.1, -0.1, -0.1], [0.1, 0.1, 0.0], [0.0, 0.0, 0.0], [0.0, 0.1, 0.0]],
  "charge": 1,
  "e_above_lowest_kcal_mol": 26.63,
  "homo_lumo_gap_ha": 0.303,
  "multiplicity": 1,
  "homo_energy_ev": -11.53
}

=====

Let's list max |F| in order: 3.6; 3.9; 6.4; 3.2 eV Å⁻¹.